A cluster of 13 separate species, H26O13 in total at a distorted geometry. Source: the OMol25 dataset; level of theory: ωB97M-V with the def2-TZVPD basis set.

```
39
Properties=species:S:1:pos:R:3:forces:R:3:lowdin_charge:R:1
O 3.4932 1.2814 -0.9400 -1.08 -0.28 -0.24 -0.0539
H 3.1854 1.5040 -0.0380 0.38 0.24 -0.31 0.0044
H 4.4353 1.2519 -1.0041 0.84 0.32 0.28 0.0328
O 2.7019 -0.7522 0.6660 0.18 -0.60 -0.13 -0.0426
H 3.3422 -0.4493 1.2887 0.40 0.28 1.49 0.0603
H 3.2579 -0.6500 -0.1102 -0.41 0.20 -0.94 0.0474
O 0.2203 0.2193 0.1651 -1.91 1.28 -1.32 -0.0396
H -0.5438 0.0277 0.7183 -0.25 -0.36 0.44 0.0250
H 0.9960 -0.0541 0.5969 1.85 -0.76 0.92 -0.0139
O 0.7462 -0.1474 -2.7355 -0.57 -0.97 -0.25 -0.0292
H 0.2477 0.0139 -1.9298 0.10 -0.01 0.23 -0.0118
H 1.3076 0.5936 -2.8667 0.76 1.06 -0.01 0.0103
O -2.5388 0.0086 -2.2815 -0.71 1.23 0.40 -0.0686
H -2.2370 0.5682 -1.5273 -0.28 -0.65 -0.56 0.0185
H -3.5081 0.1530 -2.2396 0.75 -0.40 -0.10 0.0688
O 2.2621 2.3261 1.3837 1.39 -1.84 1.86 -0.0270
H 1.8206 1.8886 2.1418 0.39 0.44 -0.75 0.0815
H 1.6305 2.8928 1.0130 -1.66 1.45 -1.12 -0.0057
O -0.0110 2.9566 -0.3636 -0.43 2.58 -1.26 -0.0208
H -0.0227 2.7889 -1.3107 0.12 0.81 -0.49 0.0612
H 0.0526 2.0737 -0.1262 0.31 -3.42 1.68 -0.0600
O -4.0823 -0.8778 0.5360 0.92 -0.01 -0.84 -0.0474
H -3.1782 -0.5938 0.7593 0.04 -0.87 -0.40 -0.0162
H -4.5669 -0.4072 1.1801 -1.30 0.57 1.19 0.0037
O -1.5868 -1.8817 -0.6135 -0.35 -2.33 2.71 -0.0033
H -0.7417 -1.5081 -0.5124 1.84 0.24 0.11 -0.0438
H -1.9543 -1.4446 -1.3212 -1.53 1.44 -2.72 -0.0500
O 1.2516 -2.5268 -1.1347 0.04 0.23 0.30 -0.0198
H 1.9423 -1.8826 -1.2674 -0.07 0.73 -0.34 0.0133
H 1.7212 -3.3217 -1.3434 0.02 -1.11 -0.16 0.0460
O -2.5767 1.5297 0.2451 -0.79 -0.70 0.47 -0.0296
H -2.3188 2.3199 -0.1801 1.38 1.71 -0.57 0.0198
H -3.5297 1.6400 0.1748 -0.40 -0.67 0.23 0.0663
O 0.8932 -2.7469 1.8170 -1.07 0.28 0.83 -0.0350
H 1.4284 -2.3180 1.1659 0.49 0.35 -0.94 -0.0383
H 1.4266 -3.4505 2.1525 0.45 -0.70 0.32 0.0221
O -1.7396 -0.5046 2.2990 -0.28 0.17 -1.11 -0.0180
H -1.9658 0.3896 2.5367 -0.02 0.46 0.41 0.0427
H -1.2609 -0.9101 3.0061 0.46 -0.40 0.68 0.0500
```
Forces are in eV/Å.

As for the HOMO-LUMO gap: 9.50 eV. For the calculated total energy, the calculation gives -27039.6249 eV. The energy above the lowest of the compared OMol25 structures with the same formula, charge and spin is 224.06 kJ/mol. The calculation puts the HOMO energy at -9.62 eV.